Here is a 3-piece molecular cluster, C4H15NO2 overall in a non-equilibrium geometry from the Open Molecules 2025 dataset. Energies are from wB97M-V/def2-TZVPD.

Results
E_HOMO, eV: -8.41
LUMO level, Eh: 0.02300
Largest force on an atom, Eh/bohr: 0.0276
Net charge: 0
SMILES string: CC[C@H](C)N.O.O
Kohn-Sham gap, hartree: 0.3322

Bonds (Å) are listed after each position.
Atoms and positions in Å:
1 C 1.209 2.609 1.662  C2 1.521, H6 1.094, H7 1.085, H8 1.093
2 C 1.295 2.078 0.239  C1 1.521, C3 1.546, H9 1.099, H10 1.096
3 C 0.679 0.675 0.034  C2 1.546, C4 1.525, N5 1.449, H11 1.101
4 C 0.924 0.015 -1.319  C3 1.525, H12 1.085, H13 1.083, H14 1.090
5 N -0.756 0.759 0.217  C3 1.449, H15 0.992, H16 0.993
6 H 2.182 2.625 2.161  C1 1.094
7 H 0.906 3.649 1.724  C1 1.085
8 H 0.512 2.051 2.292  C1 1.093
9 H 2.330 2.094 -0.130  C2 1.099
10 H 0.802 2.764 -0.459  C2 1.096
11 H 1.079 0.107 0.887  C3 1.101
12 H 0.524 -0.992 -1.369  C4 1.085
13 H 0.377 0.624 -2.028  C4 1.083
14 H 1.985 0.014 -1.571  C4 1.090
15 H -1.166 0.865 1.113  N5 0.992
16 H -1.448 0.609 -0.478  N5 0.993
17 O -1.206 -2.692 -1.965  H18 0.981, H19 0.954
18 H -0.800 -3.545 -2.230  O17 0.981
19 H -2.141 -2.820 -1.829  O17 0.954
20 O -2.709 -4.044 0.848  H21 0.976, H22 0.953
21 H -1.959 -4.348 1.394  O20 0.976
22 H -2.617 -3.096 0.807  O20 0.953

---

Here is a 2-piece molecular cluster, C4H11NO3 overall in a non-equilibrium geometry from the Open Molecules 2025 dataset. Energies are from wB97M-V/def2-TZVPD.

Results
E_HOMO, eV: -8.93
LUMO level, Eh: 0.02727
Largest force on an atom, Eh/bohr: 0.0446
Net charge: 0
SMILES string: CN(C)CC(=O)O.O
Kohn-Sham gap, hartree: 0.3555

Bonds (Å) are listed after each position.
Atoms and positions in Å:
1 C 0.546 0.591 1.541  N2 1.453, H8 1.107, H9 1.088, H10 1.088
2 N 0.007 -0.440 0.670  C1 1.453, C3 1.470, C4 1.452
3 C -0.505 -1.648 1.333  N2 1.470, H11 1.086, H12 1.088, H13 1.094
4 C 0.885 -0.716 -0.453  N2 1.452, C5 1.532, H14 1.083, H15 1.099
5 C 0.430 0.219 -1.578  C4 1.532, O6 1.211, O7 1.331
6 O -0.296 -0.153 -2.474  C5 1.211
7 O 0.943 1.447 -1.552  C5 1.331, H16 0.970
8 H 1.244 0.219 2.316  C1 1.107
9 H -0.166 1.183 2.111  C1 1.088
10 H 1.199 1.215 0.934  C1 1.088
11 H -0.800 -1.401 2.348  C3 1.086
12 H -1.358 -1.971 0.740  C3 1.088
13 H 0.237 -2.451 1.360  C3 1.094
14 H 0.778 -1.693 -0.907  C4 1.083
15 H 1.940 -0.419 -0.372  C4 1.099
16 H 0.491 1.994 -2.214  O7 0.970
17 O -1.912 1.730 -1.213  H18 0.965, H19 0.961
18 H -2.087 1.208 -2.005  O17 0.965
19 H -1.576 1.085 -0.584  O17 0.961

---

Result set for energy above the lowest of the compared OMol25 structures with the same formula, charge and spin: 25.6, 35.9 kcal/mol, one per record in the order listed.